1.
Computed, not measured: C26H19NPReSe2 as an isolated structure, with ωB97M-V/def2-TZVPD.

Structure (XYZ):
```
50
Properties=species:S:1:pos:R:3:lowdin_charge:R:1
Re 1.012 0.451 0.276 0.8910
Se 0.261 -1.854 0.791 0.5130
P -1.329 -1.153 -0.712 0.4517
Se -0.839 0.998 -1.190 0.5016
C -1.325 -2.109 -2.246 -0.4097
C -0.579 -3.274 -2.397 -0.0869
C -0.580 -3.946 -3.620 -0.0345
C -1.372 -3.479 -4.659 -0.0198
C -2.185 -2.368 -4.468 -0.0509
C -2.136 -1.670 -3.307 -0.0976
C -2.925 -1.214 0.224 -0.3969
C -3.974 -0.365 -0.118 -0.0980
C -5.150 -0.386 0.623 -0.0517
C -5.293 -1.265 1.676 -0.0313
C -4.293 -2.220 1.922 -0.0389
C -3.098 -2.167 1.228 -0.1182
H 0.044 -3.591 -1.565 0.0769
H 0.039 -4.808 -3.742 0.1151
H -1.306 -3.935 -5.649 0.1314
H -2.804 -2.014 -5.271 0.1243
H -2.677 -0.745 -3.258 0.1026
H -3.878 0.374 -0.936 0.1053
H -5.977 0.291 0.406 0.1272
H -6.205 -1.281 2.249 0.1215
H -4.413 -2.987 2.716 0.1352
H -2.300 -2.858 1.512 0.0794
N 8.044 -0.109 -1.870 0.2190
C 6.963 0.060 -1.490 -0.1257
C 5.587 0.354 -1.129 -0.1652
C 4.549 -0.300 -1.781 0.0091
C 3.217 -0.137 -1.356 -0.0907
C 2.919 0.688 -0.274 -0.3347
C 3.977 1.297 0.390 -0.0635
C 5.271 1.178 -0.034 0.0145
H 4.702 -0.938 -2.653 0.1399
H 2.400 -0.628 -1.921 0.1088
H 3.710 1.925 1.228 0.1123
H 6.105 1.619 0.502 0.1410
C 0.838 1.454 1.626 -0.2167
C 0.634 2.564 2.569 -0.2707
C -0.057 3.667 2.036 -0.0312
C -0.110 4.731 2.845 -0.0429
C 0.423 4.661 4.139 -0.0083
C 0.887 3.488 4.691 -0.0416
C 1.081 2.399 3.882 -0.0135
H -0.433 3.619 1.047 0.1034
H -0.473 5.676 2.484 0.1258
H 0.384 5.552 4.748 0.1271
H 1.147 3.331 5.733 0.1293
H 1.515 1.424 4.101 0.1326
```

Values from the calculation:
- LUMO level: -8.7 eV
- Orbital gap: 6.26 eV
- E: -6278.7716 hartree
- HOMO level: -14.979 eV
- Net charge: +2

2.
Computed, not measured: a 9-piece molecular cluster, C26H20B4Br10O32 overall, with ωB97M-V/def2-TZVPD.

Structure (XYZ):
```
92
Properties=species:S:1:pos:R:3:lowdin_charge:R:1
O -19.541 -8.689 -38.205 0.1110
C -18.579 -8.515 -37.497 -0.4083
O -18.504 -8.819 -36.220 0.2115
B -17.201 -8.343 -35.675 -0.8676
O -16.408 -8.069 -36.913 0.2234
C -17.209 -7.967 -37.948 -0.4073
O -16.892 -7.524 -39.021 0.1209
O -16.713 -9.332 -34.715 0.2255
C -16.331 -8.732 -33.599 -0.3905
O -15.800 -9.166 -32.622 0.1443
C -16.783 -7.247 -33.709 -0.3995
O -17.416 -7.129 -34.874 0.1969
O -16.590 -6.438 -32.867 0.1955
O -17.755 -6.999 -26.870 0.1491
C -18.558 -6.205 -26.481 -0.4130
O -18.815 -5.062 -27.086 0.2190
B -19.608 -4.199 -26.183 -0.8778
O -19.833 -4.998 -24.955 0.2146
C -19.122 -6.121 -25.053 -0.3991
O -18.885 -6.865 -24.152 0.1251
O -20.912 -3.721 -26.704 0.1848
C -20.917 -2.399 -26.623 -0.3718
O -21.752 -1.665 -27.089 0.1399
C -19.552 -1.909 -26.156 -0.3989
O -18.822 -2.965 -25.927 0.2468
O -19.267 -0.739 -26.151 0.1137
O -19.028 -3.120 -33.428 0.1151
C -19.233 -2.797 -32.294 -0.3922
O -19.576 -1.611 -31.858 0.1904
B -19.874 -1.608 -30.406 -0.9109
O -19.399 -2.913 -29.943 0.2349
C -18.928 -3.602 -30.974 -0.3845
O -18.302 -4.611 -30.893 0.1601
O -21.343 -1.388 -30.297 0.1756
C -21.581 -0.253 -29.667 -0.4096
O -22.670 0.234 -29.505 0.1042
C -20.224 0.344 -29.264 -0.3871
O -19.317 -0.512 -29.645 0.2679
O -20.070 1.301 -28.552 0.1079
O -16.056 -0.571 -29.870 0.1664
C -15.416 -0.762 -30.860 -0.3696
O -14.522 0.095 -31.341 0.2185
B -13.913 -0.415 -32.565 -0.8558
O -14.615 -1.704 -32.801 0.2259
C -15.396 -2.018 -31.795 -0.3745
O -15.941 -3.066 -31.604 0.1808
O -12.443 -0.571 -32.413 0.2313
C -11.852 -0.228 -33.530 -0.4111
O -10.689 -0.299 -33.825 0.1116
C -12.918 0.467 -34.418 -0.4071
O -14.025 0.515 -33.714 0.2301
O -12.744 1.006 -35.479 0.1130
Br -22.377 3.629 -31.641 0.5986
C -24.064 2.617 -31.719 -0.6811
C -24.733 2.609 -33.104 -0.6761
Br -26.455 1.672 -33.024 0.5744
H -24.692 2.989 -30.917 0.0480
H -23.897 1.556 -31.533 0.0432
H -24.166 2.081 -33.864 0.0393
H -24.933 3.606 -33.490 0.0400
Br -24.142 2.403 -26.197 0.5468
C -22.221 1.948 -26.332 -0.6306
C -21.562 2.835 -25.269 -0.7320
Br -19.646 2.512 -25.227 0.6435
H -21.794 2.113 -27.318 0.0429
H -22.240 0.893 -26.081 0.0457
H -21.896 2.625 -24.259 0.0308
H -21.755 3.879 -25.502 0.0347
Br -21.693 -6.162 -28.777 0.6822
C -22.984 -5.479 -30.100 -0.6522
C -23.492 -4.172 -29.536 -0.6444
Br -24.829 -4.606 -28.110 0.5348
H -23.844 -6.131 -30.207 0.0389
H -22.275 -5.336 -30.910 0.0057
H -23.968 -3.600 -30.337 0.0616
H -22.712 -3.514 -29.158 0.0425
Br -19.469 0.327 -36.001 0.6040
C -20.665 -1.117 -35.423 -0.6905
C -21.460 -0.553 -34.287 -0.6837
Br -22.547 -1.978 -33.468 0.6718
H -20.030 -1.957 -35.151 0.0231
H -21.218 -1.422 -36.306 0.0282
H -22.119 0.298 -34.471 0.0374
H -20.843 -0.042 -33.545 0.0506
Br -20.646 -7.064 -32.821 0.6792
C -21.451 -5.980 -34.250 -0.6619
C -20.366 -5.561 -35.213 -0.6631
Br -21.204 -4.636 -36.716 0.6135
H -21.866 -5.168 -33.661 0.0130
H -22.248 -6.597 -34.652 0.0428
H -19.759 -6.404 -35.530 0.0369
H -19.672 -4.866 -34.742 0.0421
```

Values from the calculation:
- LUMO level: 5.4 eV
- Orbital gap: 6.94 eV
- E: -29251.0456 hartree
- HOMO level: -1.552 eV
- Net charge: -4

3.
Computed, not measured: C26H20BF9N11O2V as an isolated structure, with ωB97M-V/def2-TZVPD.

Structure (XYZ):
```
70
Properties=species:S:1:pos:R:3:lowdin_charge:R:1
V 0.379 0.157 -0.410 0.9299
C 0.541 1.498 -4.524 -0.0349
C 1.154 1.084 -3.338 -0.1087
N 0.278 0.453 -2.569 -0.0065
N -0.894 0.428 -3.230 0.0244
C -0.766 1.072 -4.405 -0.0613
B -2.127 -0.125 -2.481 -0.6311
N -2.483 0.897 -1.369 0.0449
C -3.576 1.633 -1.111 -0.0478
C -3.351 2.351 0.049 -0.0390
C -2.068 1.978 0.450 -0.1397
N -1.548 1.118 -0.419 -0.0293
N -1.740 -1.450 -1.767 0.0398
C -2.293 -2.666 -1.914 -0.0381
C -1.736 -3.516 -0.981 -0.0273
C -0.845 -2.717 -0.263 -0.0994
N -0.854 -1.483 -0.749 -0.0354
N -3.254 -0.405 -3.453 -0.0201
C -3.147 -1.015 -4.663 -0.1030
C -4.409 -1.354 -5.077 -0.0632
C -5.242 -0.927 -4.026 -0.1513
N -4.546 -0.377 -3.049 0.0718
H 0.984 2.023 -5.351 0.0967
H 2.169 1.209 -3.002 0.1105
H -1.602 1.182 -5.073 0.1215
H -4.440 1.560 -1.746 0.1064
H -4.034 3.018 0.543 0.0952
H -1.508 2.235 1.335 0.1043
H -3.056 -2.840 -2.655 0.1229
H -1.960 -4.556 -0.827 0.0989
H -0.214 -2.958 0.575 0.1149
H -2.189 -1.178 -5.127 0.1237
H -4.687 -1.837 -5.997 0.0921
H -6.315 -0.999 -3.943 0.1013
N 0.488 -0.065 9.673 0.1492
C 0.447 -0.061 8.524 -0.1905
C 0.394 -0.051 7.090 -0.2405
C 1.336 -0.763 6.349 -0.0239
C 1.284 -0.747 4.969 -0.0168
C 0.294 -0.019 4.300 -0.2469
C -0.649 0.686 5.055 -0.0265
C -0.602 0.673 6.435 -0.0291
C 0.261 0.003 2.871 -0.1132
C 0.288 0.046 1.654 -0.0623
H 2.104 -1.326 6.863 0.1194
H 2.013 -1.296 4.388 0.1147
H -1.424 1.241 4.542 0.1129
H -1.333 1.220 7.015 0.1179
F 4.175 -3.353 0.442 0.1737
C 3.047 -2.638 0.375 -0.5471
F 2.132 -3.382 -0.246 0.1679
F 2.617 -2.431 1.627 0.1641
C 3.234 -1.273 -0.364 -0.2848
O 2.047 -0.748 -0.688 -0.1903
C 4.047 -1.519 -1.679 -0.5459
F 3.563 -2.570 -2.345 0.1804
F 5.348 -1.740 -1.450 0.1696
F 3.954 -0.458 -2.488 0.1589
C 4.064 -0.323 0.559 -0.5328
F 5.102 -0.921 1.145 0.1801
F 3.303 0.209 1.511 0.1618
F 4.555 0.718 -0.161 0.1427
N 2.797 3.189 0.785 0.2141
C 1.551 3.040 0.304 -0.5866
N 0.673 4.047 0.490 0.2023
O 1.224 2.036 -0.349 -0.0733
H 3.029 3.938 1.411 0.1165
H 3.402 2.385 0.759 0.0877
H 0.873 4.841 1.069 0.1129
H -0.258 3.920 0.131 0.1006
```

Values from the calculation:
- LUMO level (spin up / spin down): -0.2 / 0.0 eV
- Orbital gap (spin up / spin down): 7.97 / 8.48 eV
- E: -3623.4827 hartree
- HOMO level (spin up / spin down): -8.183 / -8.434 eV
- Energy relative to the best compared isomer or geometry (same formula, charge and spin): 0.0 kcal per mole
- Net charge: 0
- Multiplicity: 3

4.
Computed, not measured: C26H20Br2ClN6O3RuS as an isolated structure, with ωB97M-V/def2-TZVPD.

Structure (XYZ):
```
60
Properties=species:S:1:pos:R:3:lowdin_charge:R:1
Ru 0.716 0.951 -0.087 1.3767
Br 1.933 -8.382 0.953 0.7619
C 0.968 -7.082 1.935 -0.6778
C 1.624 -5.936 2.385 -0.1222
C 0.942 -5.001 3.117 -0.0015
C -0.436 -5.195 3.411 -0.2832
C -1.074 -6.374 2.961 -0.0070
C -0.379 -7.299 2.224 -0.1211
N -1.132 -4.284 4.084 0.0729
N -0.739 -3.191 4.577 0.1022
C -0.573 -2.020 3.995 -0.2272
C 0.132 -1.009 4.690 0.0112
C 0.711 0.055 4.039 0.0241
C 0.587 0.184 2.640 -0.3383
O 1.237 1.058 1.921 -0.2115
C -0.327 -0.678 1.978 -0.1536
N -0.551 -0.405 0.670 -0.0855
C -1.397 -1.143 -0.025 -0.0824
C -2.122 -2.177 0.562 -0.0065
C -1.900 -2.495 1.895 0.0443
C -0.963 -1.766 2.625 -0.0600
H 2.671 -5.804 2.161 0.1042
H 1.434 -4.115 3.490 0.1127
H -2.108 -6.536 3.218 0.1159
H -0.864 -8.200 1.880 0.1055
H 0.271 -1.143 5.751 0.1223
H 1.314 0.770 4.577 0.1239
H -1.496 -0.899 -1.076 0.1271
H -2.843 -2.725 -0.021 0.1161
H -2.456 -3.294 2.363 0.1230
Br 3.312 2.716 -8.021 0.7759
C 2.639 2.523 -6.256 -0.6590
C 3.342 3.077 -5.191 -0.1021
C 2.883 2.891 -3.903 0.0025
C 1.719 2.156 -3.678 -0.1353
C 1.017 1.614 -4.756 -0.0001
C 1.474 1.797 -6.044 -0.1020
C 1.261 1.859 -2.311 -0.6141
O 1.867 2.301 -1.292 -0.1015
O 0.260 1.110 -2.116 -0.1262
H 4.245 3.641 -5.372 0.1082
H 3.430 3.291 -3.063 0.1238
H 0.127 1.038 -4.560 0.1220
H 0.938 1.374 -6.878 0.1074
C -3.107 5.338 -2.221 -0.1041
C -3.272 4.104 -1.339 -0.2272
C -2.035 3.786 -0.593 -0.5419
N -1.578 2.611 -0.396 0.0237
N -0.437 2.566 0.292 -0.1897
C 0.040 3.752 0.649 -0.6486
N 1.157 3.898 1.351 0.1600
S -1.000 5.038 0.126 1.1610
H -4.018 5.507 -2.785 0.0826
H -2.286 5.207 -2.921 0.0832
H -2.909 6.220 -1.615 0.0627
H -3.532 3.228 -1.937 0.1249
H -4.081 4.273 -0.623 0.1251
H 1.647 3.061 1.651 0.0957
H 1.566 4.801 1.517 0.1257
Cl 2.151 -0.648 -0.610 0.2010
```

Values from the calculation:
- LUMO level (spin up / spin down): -3.4 / -6.0 eV
- Orbital gap (spin up / spin down): 6.12 / 5.10 eV
- E: -7658.1038 hartree
- HOMO level (spin up / spin down): -9.514 / -11.053 eV
- Energy relative to the best compared isomer or geometry (same formula, charge and spin): 8.3 kcal per mole
- Net charge: +1
- Multiplicity: 5